Version a
Here is a cluster of 2 separate species, C4H9BO2 in total from the Open Molecules 2025 dataset. Energies are from wB97M-V/def2-TZVPD.

Output
* Kohn-Sham gap: 8.8153 eV
* LUMO energy: 0.31 eV
* 2S+1: 1

Geometry (Å):
B  -2.405  -0.029  0.022
C  0.066  -0.096  -0.485
C  -1.252  0.529  -0.846
C  1.318  0.354  0.073
C  2.464  -0.480  0.572
O  -3.677  0.367  -0.289
O  -2.096  -0.844  1.088
H  0.104  -1.235  -0.634
H  -1.892  0.611  -2.199
H  -0.933  1.450  -0.541
H  1.097  1.292  0.534
H  2.479  -1.520  0.343
H  2.472  -0.505  1.725
H  3.459  -0.159  0.096
H  -4.247  0.093  0.348
H  -2.574  -1.496  1.503

=====

Version b
Here is an isolated molecule of C4H9BO2 from the Open Molecules 2025 dataset. Energies are from wB97M-V/def2-TZVPD.

Output
* Kohn-Sham gap: 10.6962 eV
* LUMO energy: 0.57 eV
* 2S+1: 1

Geometry (Å):
B  0.277  0.696  -0.499
C  -0.603  -1.398  0.554
C  0.130  2.304  -0.256
C  1.400  0.176  -1.597
C  -1.308  -1.760  1.855
O  -0.418  -0.073  0.353
O  -0.350  -2.261  -0.249
H  -0.336  2.357  0.646
H  -0.542  2.590  -0.998
H  1.078  2.820  -0.292
H  1.208  -0.860  -2.042
H  2.397  0.089  -1.254
H  1.681  0.788  -2.547
H  -1.226  -2.845  2.059
H  -1.094  -1.010  2.681
H  -2.293  -1.613  1.587

=====

Going by the computed energies, the most stable comes first: version b, version a.

=====

Version a
Here is a cluster of 3 separate species, C2H10NO3 in total from the Open Molecules 2025 dataset. Energies are from wB97M-V/def2-TZVPD.

Output
* Kohn-Sham gap: 8.0003 eV
* LUMO energy: 4.33 eV
* net charge: -1
* 2S+1: 1

Geometry (Å):
C  -0.438  0.023  -0.767
O  -0.441  -0.794  0.317
C  0.964  0.146  -1.488
N  2.139  -0.097  -0.633
H  -1.072  -0.349  -1.605
H  -0.761  1.060  -0.511
H  1.030  -0.584  -2.302
H  1.042  1.153  -1.914
H  2.071  0.515  0.169
H  1.932  -0.994  -0.197
H  0.291  1.601  1.410
H  0.620  0.155  1.725
O  0.529  1.028  2.156
H  -2.837  -0.835  1.972
H  -2.083  -1.079  0.631
O  -2.984  -0.950  1.037

=====

Version b
Here is a cluster of 3 separate species, C2H10NO3 in total from the Open Molecules 2025 dataset. Energies are from wB97M-V/def2-TZVPD.

Output
* Kohn-Sham gap: 6.5995 eV
* LUMO energy: 3.00 eV
* net charge: -1
* 2S+1: 1

Geometry (Å):
C  -1.100  0.334  0.812
O  0.226  0.381  0.553
C  -1.640  1.622  1.663
N  -0.703  2.885  1.165
H  -1.490  -0.530  1.624
H  -1.768  0.166  -0.251
H  -1.356  1.378  2.741
H  -2.781  1.781  1.504
H  -0.915  2.900  0.126
H  0.141  2.338  1.283
H  0.816  -0.859  1.667
H  2.199  -1.402  1.902
O  1.331  -1.484  2.290
H  0.785  -2.629  -5.145
H  1.959  -3.429  -5.195
O  1.415  -2.853  -5.751

=====

Version c
Here is a cluster of 3 separate species, C2H10NO3 in total from the Open Molecules 2025 dataset. Energies are from wB97M-V/def2-TZVPD.

Output
* Kohn-Sham gap: 7.8505 eV
* LUMO energy: 4.19 eV
* net charge: -1
* 2S+1: 1

Geometry (Å):
C  -1.036  -1.631  1.427
N  0.204  -1.140  0.579
C  -0.219  -0.501  -0.732
O  0.170  0.773  -0.833
H  -1.418  -2.536  0.912
H  -1.658  -0.798  1.565
H  -0.711  -1.984  2.371
H  0.786  -0.363  1.185
H  -1.222  -0.721  -1.015
H  0.407  -1.019  -1.469
H  3.053  1.242  -0.280
H  1.637  0.488  -0.174
O  2.573  0.530  0.175
H  -0.803  2.032  -0.688
H  -0.681  2.733  -1.909
O  -1.081  2.895  -1.115

=====

Going by the computed energies, the most stable comes first: version a, version c, version b.

=====

Version a
Here is a cluster of 2 separate species, C5H17N2 in total from the Open Molecules 2025 dataset. Energies are from wB97M-V/def2-TZVPD.

Output
* Kohn-Sham gap: 11.7661 eV
* LUMO energy: -2.70 eV
* net charge: +1
* 2S+1: 1

Geometry (Å):
C  2.060  -1.861  0.726
C  2.013  -0.345  0.698
N  1.238  0.137  -0.483
C  1.151  1.609  -0.601
H  2.422  -2.260  -0.218
H  2.764  -2.180  1.517
H  1.079  -2.312  0.942
H  1.521  0.061  1.609
H  3.018  0.112  0.652
H  0.213  -0.276  -0.507
H  1.607  -0.277  -1.308
H  0.836  2.025  0.389
H  0.397  1.834  -1.367
H  2.131  1.999  -0.795
C  -2.369  0.877  0.799
C  -2.540  0.236  -0.583
N  -1.403  -0.704  -0.847
H  -1.441  1.467  0.874
H  -3.240  1.537  1.057
H  -2.296  0.130  1.537
H  -3.521  -0.242  -0.665
H  -2.506  1.008  -1.370
H  -1.549  -1.532  -0.279
H  -1.587  -1.040  -1.777

=====

Version b
Here is a cluster of 2 separate species, C5H17N2 in total from the Open Molecules 2025 dataset. Energies are from wB97M-V/def2-TZVPD.

Output
* Kohn-Sham gap: 11.5282 eV
* LUMO energy: -2.92 eV
* net charge: +1
* 2S+1: 1

Geometry (Å):
C  -1.207  -0.066  2.786
C  -1.155  -1.574  2.613
N  -0.809  -1.978  1.162
H  -1.801  0.379  1.982
H  -1.687  0.236  3.715
H  -0.212  0.368  2.781
H  -0.348  -1.978  3.229
H  -2.129  -2.045  2.851
H  -0.531  -2.943  1.162
H  -1.656  -1.932  0.578
C  0.720  0.130  -1.347
C  1.179  1.460  -1.905
C  1.000  1.538  -3.420
N  0.507  0.158  0.165
H  -0.219  -0.195  -1.809
H  1.463  -0.666  -1.510
H  2.240  1.583  -1.635
H  0.649  2.263  -1.414
H  1.659  0.886  -4.047
H  -0.079  1.347  -3.685
H  1.196  2.609  -3.707
H  1.386  0.350  0.675
H  -0.194  0.901  0.376
H  0.028  -0.832  0.402

=====

Version c
Here is a cluster of 2 separate species, C5H17N2 in total from the Open Molecules 2025 dataset. Energies are from wB97M-V/def2-TZVPD.

Output
* Kohn-Sham gap: 11.1469 eV
* LUMO energy: -2.69 eV
* net charge: +1
* 2S+1: 1

Geometry (Å):
C  -2.149  0.961  -0.746
C  -1.905  0.350  0.617
N  -0.875  -0.728  0.532
C  -0.642  -1.415  1.830
H  -2.399  0.196  -1.484
H  -2.983  1.660  -0.736
H  -1.276  1.498  -1.119
H  -1.574  1.057  1.377
H  -2.822  -0.104  0.997
H  0.049  -0.247  0.200
H  -1.120  -1.395  -0.205
H  0.005  -0.803  2.453
H  -0.221  -2.403  1.683
H  -1.609  -1.505  2.322
C  2.139  -0.918  -0.781
N  1.634  0.293  -0.098
C  1.684  1.451  -1.006
H  1.475  -1.149  -1.614
H  3.160  -0.785  -1.139
H  2.157  -1.769  -0.100
H  2.259  0.473  0.679
H  2.700  1.690  -1.320
H  1.277  2.318  -0.481
H  1.035  1.273  -1.861

=====

Going by the computed energies, the most stable comes first: version a, version b, version c.

=====

Version a
Here is a structure of composition C34H48Ge2N4NaO3S from the Open Molecules 2025 dataset. Energies are from wB97M-V/def2-TZVPD.

Output
* Kohn-Sham gap: 5.8513 eV
* LUMO energy: 2.01 eV
* net charge: -1
* 2S+1: 1

Geometry (Å):
Na  -2.703  0.389  -1.310
O  -0.938  3.136  1.485
C  -1.411  2.854  0.376
O  -1.245  1.707  -0.183
C  -2.126  3.912  -0.444
C  -1.495  5.173  -0.479
C  -1.993  6.226  -1.203
C  -3.143  6.025  -1.922
C  -3.785  4.801  -1.888
C  -3.349  3.716  -1.107
S  -4.432  2.302  -1.021
H  -0.603  5.334  0.131
H  -1.516  7.227  -1.267
H  -3.552  6.827  -2.542
H  -4.705  4.653  -2.445
C  4.239  -1.089  1.361
C  3.568  0.173  1.891
Ge  1.775  0.032  2.768
C  1.552  1.937  3.396
C  0.599  1.925  4.571
C  1.640  -1.218  4.308
C  0.567  -2.009  4.112
Ge  -0.114  -1.434  2.325
C  0.146  -2.872  1.052
C  -1.114  -3.289  0.260
C  -1.902  -0.578  2.126
C  -2.603  -0.512  3.491
C  0.102  -3.105  4.955
C  0.578  -3.351  6.241
C  0.078  -4.376  7.015
C  -0.926  -5.186  6.485
C  -1.292  -5.050  5.180
C  -0.800  -4.014  4.419
H  5.225  -0.933  0.896
H  3.648  -1.570  0.583
H  4.437  -1.812  2.147
H  3.462  0.911  1.078
H  4.205  0.607  2.648
H  1.145  2.607  2.616
H  2.558  2.334  3.587
H  -0.299  1.373  4.222
H  0.260  2.888  4.797
H  0.923  1.319  5.440
H  2.302  -1.350  5.187
H  0.606  -3.721  1.528
H  0.917  -2.551  0.358
H  -1.966  -3.378  0.882
H  -0.973  -4.278  -0.198
H  -1.309  -2.635  -0.613
H  -2.493  -1.164  1.399
H  -1.712  0.336  1.562
H  -2.315  -1.346  4.131
H  -3.713  -0.519  3.425
H  -2.344  0.430  4.007
H  1.305  -2.623  6.608
H  0.417  -4.489  8.021
H  -1.416  -5.960  7.064
H  -2.049  -5.726  4.794
H  -1.184  -3.866  3.434
N  1.080  2.338  -1.247
C  1.849  1.439  -1.868
C  2.902  1.764  -2.728
C  3.595  0.759  -3.348
C  3.245  -0.561  -3.071
C  2.199  -0.803  -2.213
N  1.505  0.141  -1.620
H  1.119  3.300  -1.555
H  0.219  2.008  -0.772
H  3.158  2.834  -2.873
H  4.458  0.992  -3.948
H  3.813  -1.361  -3.468
H  1.941  -1.813  -1.937
C  -0.617  -2.689  -3.830
N  -0.299  -1.419  -4.451
C  0.730  -1.356  -5.462
C  0.650  -0.039  -6.271
C  0.183  1.087  -5.418
N  -1.112  0.763  -4.839
C  -1.974  1.816  -4.279
C  -1.242  -0.452  -4.253
O  -2.251  -0.703  -3.575
H  0.371  -3.204  -3.696
H  -1.327  -3.277  -4.401
H  -1.007  -2.479  -2.821
H  0.614  -2.205  -6.126
H  1.702  -1.447  -4.913
H  -0.104  -0.194  -7.002
H  1.609  0.147  -6.773
H  -0.033  1.998  -5.939
H  0.878  1.313  -4.627
H  -2.074  2.628  -4.956
H  -1.534  2.095  -3.319
H  -2.982  1.431  -4.140

=====

Version b
Here is a structure of composition C34H48Ge2N4NaO3S from the Open Molecules 2025 dataset. Energies are from wB97M-V/def2-TZVPD.

Output
* Kohn-Sham gap: 6.1698 eV
* LUMO energy: 1.95 eV
* net charge: -1
* 2S+1: 1

Geometry (Å):
Na  -0.070  0.948  -2.468
O  -2.429  1.579  1.114
C  -1.686  1.749  0.128
O  -0.874  0.918  -0.360
C  -1.835  3.029  -0.634
C  -3.140  3.601  -0.553
C  -3.497  4.703  -1.284
C  -2.544  5.350  -2.060
C  -1.292  4.788  -2.079
C  -0.836  3.678  -1.333
S  0.930  3.227  -1.391
H  -3.918  3.042  -0.087
H  -4.490  5.105  -1.148
H  -2.763  6.286  -2.669
H  -0.546  5.334  -2.633
C  1.956  -1.860  -0.176
C  1.966  -0.429  0.324
Ge  0.822  -0.139  1.843
C  0.806  1.700  2.475
C  -0.207  2.175  3.542
C  1.516  -1.216  3.395
C  0.489  -1.898  3.980
Ge  -1.016  -1.638  2.642
C  -1.338  -3.352  1.607
C  -0.412  -4.461  1.995
C  -2.858  -1.142  3.219
C  -3.383  -1.879  4.467
C  0.662  -2.672  5.206
C  1.571  -3.766  5.177
C  1.714  -4.565  6.323
C  1.051  -4.235  7.510
C  0.178  -3.157  7.536
C  -0.069  -2.409  6.385
H  2.656  -1.989  -1.017
H  0.924  -2.158  -0.444
H  2.305  -2.498  0.698
H  1.708  0.269  -0.435
H  2.967  -0.131  0.605
H  0.574  2.308  1.624
H  1.797  1.974  2.691
H  -1.259  2.029  3.158
H  -0.086  3.234  3.669
H  -0.080  1.684  4.490
H  2.459  -1.299  3.879
H  -1.152  -3.185  0.550
H  -2.348  -3.645  1.850
H  0.624  -4.142  1.828
H  -0.557  -5.356  1.412
H  -0.419  -4.696  3.077
H  -3.445  -1.588  2.380
H  -3.080  -0.096  3.271
H  -3.189  -2.916  4.331
H  -4.449  -1.781  4.603
H  -2.862  -1.557  5.411
H  2.028  -4.010  4.203
H  2.398  -5.421  6.438
H  1.203  -4.890  8.355
H  -0.350  -2.898  8.446
H  -0.841  -1.626  6.423
N  -2.265  -1.282  -0.817
C  -1.638  -1.968  -1.816
C  -1.771  -3.367  -1.939
C  -1.091  -4.018  -2.907
C  -0.392  -3.261  -3.863
C  -0.349  -1.890  -3.713
N  -0.937  -1.270  -2.722
H  -2.771  -1.873  -0.167
H  -1.854  -0.355  -0.603
H  -2.352  -3.977  -1.286
H  -1.136  -5.101  -2.951
H  0.045  -3.780  -4.704
H  0.153  -1.268  -4.516
C  3.355  0.868  -3.577
N  2.932  1.974  -4.355
C  3.588  3.289  -4.129
C  3.228  4.229  -5.217
C  1.683  4.301  -5.256
N  1.090  2.997  -5.336
C  -0.333  3.005  -5.652
C  1.658  1.868  -4.804
O  1.056  0.768  -4.673
H  2.960  0.869  -2.528
H  4.424  0.913  -3.590
H  3.030  -0.082  -3.981
H  4.686  3.104  -4.150
H  3.245  3.654  -3.141
H  3.565  3.834  -6.189
H  3.629  5.231  -5.088
H  1.405  4.833  -6.159
H  1.271  4.895  -4.422
H  -0.898  3.529  -4.903
H  -0.677  1.926  -5.637
H  -0.515  3.402  -6.695

=====

Going by the computed energies, the most stable comes first: version b, version a.